Record 1
{"formula": "C26H49F2N6O7", "method": "the ωB97M-V functional and the def2-TZVPD basis", "elements": ["C", "C", "C", "N", "N", "C", "C", "C", "C", "C", "C", "N", "C", "N", "C", "O", "F", "C", "O", "F", "N", "N", "O", "C", "C", "C", "C", "C", "C", "H", "H", "H", "H", "H", "H", "H", "H", "H", "H", "H", "H", "H", "H", "H", "H", "H", "H", "H", "H", "H", "H", "H", "H", "H", "H", "H", "H", "H", "H", "H", "H", "H", "O", "C", "O", "C", "C", "C", "H", "H", "H", "H", "H", "H", "H", "H", "O", "C", "O", "C", "C", "C", "H", "H", "H", "H", "H", "H", "H", "H"], "coordinates": [[-0.038, 1.603, 3.591], [1.314, 1.072, 3.072], [1.463, -0.443, 3.147], [0.848, -1.166, 2.020], [1.596, -0.984, 0.841], [2.921, -1.617, 0.676], [3.020, -2.596, -0.499], [1.785, -3.489, -0.731], [1.607, -3.758, -2.228], [1.916, -4.816, 0.029], [1.070, -0.247, -0.109], [1.700, 0.021, -1.282], [0.870, 0.749, -1.968], [1.058, 1.245, -3.255], [-0.026, 0.873, -4.151], [-0.201, -0.170, -4.641], [-0.839, 1.931, -4.303], [2.382, 1.231, -3.773], [3.351, 1.412, -3.158], [2.328, 1.022, -5.086], [-0.266, 0.994, -1.320], [-0.147, 0.342, -0.112], [-1.138, 0.410, 0.779], [-2.184, -0.591, 0.535], [-3.454, 0.063, -0.033], [-3.635, -0.237, -1.536], [-4.705, -0.264, 0.827], [-5.699, 0.920, 0.872], [-5.409, -1.554, 0.384], [-0.729, 0.787, 3.812], [-0.528, 2.245, 2.854], [0.097, 2.208, 4.488], [1.490, 1.430, 2.053], [2.125, 1.495, 3.670], [0.957, -0.801, 4.049], [2.516, -0.723, 3.255], [0.900, -2.160, 2.225], [3.677, -0.833, 0.580], [3.114, -2.122, 1.624], [3.876, -3.245, -0.292], [3.260, -2.048, -1.411], [0.879, -2.983, -0.371], [2.454, -4.340, -2.607], [0.700, -4.335, -2.423], [1.561, -2.829, -2.804], [1.832, -4.688, 1.111], [1.142, -5.521, -0.287], [2.882, -5.277, -0.195], [-1.061, 1.565, -1.569], [-1.767, -1.348, -0.134], [-2.355, -1.059, 1.506], [-3.283, 1.142, 0.062], [-3.177, -1.186, -1.825], [-4.685, -0.275, -1.823], [-3.185, 0.544, -2.161], [-4.357, -0.436, 1.850], [-5.763, 1.343, 1.875], [-6.702, 0.615, 0.568], [-5.391, 1.731, 0.207], [-6.035, -1.937, 1.193], [-4.710, -2.342, 0.090], [-6.073, -1.368, -0.464], [-3.936, 7.640, -4.982], [-3.236, 7.003, -5.715], [-3.193, 5.658, -5.542], [-2.473, 4.780, -6.408], [-1.017, 4.669, -6.008], [-2.366, 7.651, -6.767], [-2.592, 5.069, -7.453], [-2.971, 3.819, -6.287], [-0.493, 5.619, -6.111], [-0.507, 3.930, -6.628], [-0.947, 4.368, -4.963], [-1.449, 7.990, -6.286], [-2.894, 8.522, -7.143], [-2.106, 7.009, -7.603], [3.339, -2.927, 3.777], [3.421, -2.951, 4.982], [3.725, -1.805, 5.607], [3.761, -1.680, 7.042], [5.086, -2.128, 7.617], [3.250, -4.226, 5.765], [2.916, -2.205, 7.488], [3.609, -0.617, 7.217], [5.268, -3.187, 7.438], [5.099, -1.957, 8.693], [5.902, -1.563, 7.167], [4.202, -4.758, 5.751], [2.511, -4.840, 5.257], [2.946, -4.086, 6.797]], "charge": 1, "homo_energy_ha": -0.431}


Record 2
{"formula": "C26H49F6N5O4PS2", "method": "the ωB97M-V functional and the def2-TZVPD basis", "elements": ["C", "C", "C", "C", "C", "C", "S", "O", "O", "C", "F", "F", "C", "F", "F", "F", "C", "C", "N", "C", "C", "P", "S", "C", "N", "F", "C", "C", "C", "N", "C", "C", "H", "H", "H", "H", "H", "H", "H", "H", "H", "H", "H", "H", "H", "H", "H", "H", "H", "H", "H", "H", "H", "H", "H", "H", "H", "H", "H", "C", "C", "C", "O", "C", "N", "H", "H", "H", "H", "H", "H", "H", "H", "H", "H", "H", "C", "C", "C", "O", "C", "N", "H", "H", "H", "H", "H", "H", "H", "H", "H", "H", "H"], "coordinates": [[-2.249, 0.081, -5.384], [-1.798, -0.100, -3.838], [-2.071, 1.242, -2.948], [-0.738, 2.088, -2.651], [0.371, 1.329, -1.786], [0.167, 1.441, -0.168], [1.086, -0.065, 0.414], [2.384, -0.130, -0.376], [1.450, -0.092, 1.867], [0.206, -1.689, 0.060], [-0.991, -1.555, -0.682], [1.085, -2.582, -0.625], [-0.199, -2.489, 1.423], [-1.074, -3.536, 0.992], [0.908, -3.137, 2.002], [-0.948, -1.708, 2.319], [-1.326, 1.362, 0.425], [-2.034, 2.839, 0.448], [-3.079, 3.125, -0.569], [-3.210, 4.579, -0.881], [-4.690, 5.048, -1.293], [-2.955, 3.314, 2.078], [-3.851, 1.788, 2.887], [-0.651, 3.712, 0.391], [0.589, 2.813, 0.256], [1.363, 3.573, -0.594], [1.264, 3.038, 1.578], [0.613, 2.729, 2.966], [1.281, 2.934, 4.332], [2.586, 3.480, 4.423], [3.197, 3.807, 3.191], [2.710, 3.639, 1.741], [-2.750, -0.888, -5.760], [-2.953, 0.963, -5.549], [-1.273, 0.207, -5.986], [-2.475, -0.903, -3.391], [-0.700, -0.406, -3.841], [-2.711, 1.016, -2.035], [-2.724, 1.911, -3.630], [-0.260, 2.293, -3.685], [-1.062, 3.107, -2.256], [1.459, 1.564, -2.096], [0.248, 0.201, -2.019], [-2.081, 0.638, -0.023], [-1.139, 0.876, 1.462], [-4.010, 2.787, -0.271], [-2.861, 5.272, -0.031], [-2.516, 4.814, -1.777], [-4.560, 5.824, -2.139], [-5.108, 5.651, -0.406], [-5.362, 4.186, -1.611], [-2.003, 3.968, 2.959], [-3.948, 4.302, 1.775], [-0.678, 4.450, 1.257], [-0.525, 4.425, -0.509], [-0.440, 2.268, 2.961], [0.727, 2.648, 5.296], [4.243, 4.283, 3.285], [3.327, 3.958, 0.833], [5.787, -1.958, -3.066], [7.069, -1.167, -3.319], [7.392, -0.142, -2.210], [6.589, 1.033, -2.239], [5.301, 0.880, -1.671], [6.979, -0.525, -4.636], [4.886, -1.385, -3.293], [5.763, -2.848, -3.702], [5.730, -2.294, -2.027], [7.892, -1.887, -3.347], [8.421, 0.201, -2.363], [7.365, -0.605, -1.217], [5.305, 0.194, -0.819], [4.595, 0.539, -2.431], [4.962, 1.859, -1.325], [7.875, -0.088, -4.849], [6.341, 0.267, -4.545], [-1.716, -5.557, 3.845], [-2.683, -6.556, 4.476], [-3.714, -7.131, 3.480], [-4.766, -6.237, 3.136], [-4.421, -5.269, 2.160], [-3.341, -5.921, 5.625], [-2.163, -4.572, 3.696], [-0.848, -5.412, 4.496], [-1.348, -5.919, 2.882], [-2.085, -7.394, 4.846], [-4.201, -7.986, 3.961], [-3.226, -7.520, 2.578], [-3.720, -5.663, 1.418], [-4.006, -4.382, 2.644], [-5.335, -4.963, 1.646], [-3.904, -6.620, 6.107], [-4.034, -5.268, 5.255]], "charge": 1, "relative_energy_kcal_mol": 200.0, "homo_energy_ha": -0.388}


Record 3
{"formula": "C26H49F7O16S", "method": "the ωB97M-V functional and the def2-TZVPD basis", "elements": ["C", "C", "O", "O", "C", "C", "C", "C", "C", "O", "O", "O", "S", "O", "O", "O", "C", "C", "C", "C", "F", "C", "O", "C", "F", "F", "C", "F", "F", "C", "F", "F", "C", "O", "O", "H", "H", "H", "H", "H", "H", "H", "H", "H", "H", "H", "H", "H", "H", "H", "H", "H", "H", "H", "C", "C", "O", "H", "H", "H", "H", "H", "H", "C", "C", "O", "H", "H", "H", "H", "H", "H", "C", "C", "O", "H", "H", "H", "H", "H", "H", "C", "C", "O", "H", "H", "H", "H", "H", "H", "C", "C", "O", "H", "H", "H", "H", "H", "H"], "coordinates": [[-5.020, 1.118, 6.403], [-5.945, 1.302, 5.231], [-7.127, 1.510, 5.359], [-5.338, 1.182, 4.014], [-5.551, 2.296, 3.143], [-5.044, 3.610, 3.691], [-3.568, 3.648, 4.098], [-2.532, 3.758, 2.952], [-2.985, 4.423, 1.669], [-3.986, 3.719, 0.983], [-3.451, 3.342, -0.287], [-1.551, 4.736, 3.436], [-0.627, 4.078, 4.559], [0.684, 4.516, 4.267], [-1.109, 4.206, 5.878], [-0.911, 2.569, 4.117], [-1.602, 2.516, 2.831], [-0.460, 2.639, 1.821], [0.669, 1.648, 2.103], [1.917, 2.335, 2.648], [3.046, 1.712, 2.149], [-2.299, 1.127, 2.909], [-2.508, 0.617, 3.988], [-2.779, 0.314, 1.673], [-2.589, 0.998, 0.530], [-4.088, 0.139, 1.816], [-2.165, -1.134, 1.512], [-1.145, -1.358, 2.354], [-3.121, -2.011, 1.801], [-1.676, -1.467, 0.083], [-0.655, -0.694, -0.269], [-2.683, -1.348, -0.780], [-1.246, -2.982, 0.039], [-2.092, -3.853, 0.107], [0.097, -3.299, -0.141], [-3.990, 1.080, 6.078], [-5.160, 1.970, 7.053], [-5.239, 0.184, 6.901], [-6.615, 2.385, 2.941], [-5.079, 2.047, 2.205], [-5.630, 3.861, 4.568], [-5.260, 4.364, 2.944], [-3.444, 4.539, 4.692], [-3.363, 2.814, 4.756], [-3.273, 5.445, 1.873], [-2.120, 4.483, 1.018], [-3.973, 2.561, -0.501], [-0.082, 3.649, 1.883], [-0.802, 2.508, 0.800], [0.373, 0.891, 2.821], [0.964, 1.104, 1.221], [1.981, 2.298, 3.725], [1.951, 3.363, 2.312], [0.462, -3.428, 0.747], [3.295, -1.578, -2.193], [3.487, -1.603, -0.687], [2.254, -1.323, -0.013], [2.921, -0.603, -2.510], [4.230, -1.782, -2.712], [2.556, -2.324, -2.502], [4.203, -0.847, -0.380], [3.854, -2.579, -0.362], [1.634, -2.006, -0.283], [3.549, -3.037, -6.906], [3.281, -2.009, -5.822], [4.492, -1.458, -5.311], [4.175, -3.841, -6.519], [2.617, -3.466, -7.279], [4.082, -2.583, -7.745], [2.767, -2.468, -4.979], [2.651, -1.200, -6.208], [4.954, -1.037, -6.042], [3.699, -5.544, -3.713], [3.891, -5.915, -2.255], [3.562, -4.815, -1.405], [4.320, -4.685, -3.971], [3.963, -6.376, -4.367], [2.658, -5.266, -3.905], [4.929, -6.173, -2.062], [3.267, -6.775, -1.987], [2.641, -4.589, -1.568], [-4.819, 6.021, -3.329], [-4.094, 6.616, -2.135], [-4.458, 5.963, -0.924], [-5.898, 6.095, -3.191], [-4.546, 6.535, -4.252], [-4.575, 4.961, -3.438], [-4.351, 7.667, -2.018], [-3.008, 6.543, -2.271], [-4.223, 5.029, -1.008], [8.451, -7.616, -2.748], [8.264, -6.486, -3.744], [7.100, -5.716, -3.450], [7.579, -8.270, -2.748], [9.334, -8.209, -2.988], [8.564, -7.222, -1.735], [8.133, -6.881, -4.750], [9.140, -5.829, -3.744], [7.208, -5.349, -2.568]], "homo_energy_ha": -0.367}